DFT (ωB97M-V with the def2-TZVPD basis set) results for one molecule with the formula C9H9NO3S in a non-equilibrium geometry.

Each line ends with the Löwdin charge.
Element x y z (Å)
1 C -3.141429 1.592739 -0.367800  -0.199
2 C -1.810679 1.940531 -0.314364  -0.117
3 C -3.449147 0.332970 0.055513  -0.338
4 C -0.932554 0.938646 -0.007109  -0.379
5 C 1.334676 1.921999 -0.195533  -0.391
6 C 2.732987 0.136390 0.332187  -0.125
7 C 0.817031 -1.792496 0.256674  -0.197
8 C 1.258772 -0.327074 0.708817  -0.207
9 C 0.463297 0.816593 0.175095  -0.127
10 N 0.527938 -1.076059 -1.982991  0.133
11 O 1.159514 3.084112 -0.551653  0.108
12 O 2.646789 1.550489 0.109208  0.004
13 O 0.015510 -1.773800 -0.887687  -0.292
14 S -1.951975 -0.475035 0.479591  1.067
15 H -3.909120 2.277030 -0.531986  0.090
16 H -1.576502 3.007401 -0.440606  0.132
17 H -4.380087 -0.025087 0.387892  0.054
18 H 3.381479 -0.317934 1.162823  0.145
19 H 3.031904 -0.308186 -0.650203  0.128
20 H 1.709323 -2.373196 0.207539  0.112
21 H 0.226421 -2.285616 1.038244  0.112
22 H 1.210414 -0.382709 1.880206  0.180
23 H -0.259841 -1.021357 -2.745224  0.107

Cartesian forces, eV/Å:
-0.609 -0.944 0.692
0.507 2.436 -0.898
2.739 0.001 0.606
-0.187 -2.373 1.653
1.606 2.182 0.486
-0.943 -1.897 -0.267
0.365 1.965 0.872
0.115 -0.343 1.345
-1.199 0.466 -0.756
-0.580 -0.279 0.213
-0.488 -2.446 0.372
0.020 -0.657 0.475
-0.311 -0.082 -2.502
-0.774 0.726 -0.417
-1.023 1.190 -0.488
0.509 -0.751 -0.193
-0.937 -0.618 -0.082
-0.319 1.738 -1.177
-0.175 0.100 0.851
0.831 -0.579 -0.763
-0.210 0.378 -0.318
-0.077 0.369 -1.920
1.139 -0.582 2.216

Output
E_HOMO (alpha / beta) (eV): -7.76 / -9.11
Total energy (eV): -27941.6356
LUMO level (alpha / beta) (eV): -0.24 / -1.52
Net charge: 0
ΔE to the lowest compared entry with this formula, charge and spin (kcal/mol): 97.5


DFT (ωB97M-V with the def2-TZVPD basis set) results for one molecule with the formula C6H12O.

Each line ends with the Löwdin charge.
Element x y z (Å)
1 C -0.375063 1.224547 -2.307341  -0.104
2 C 0.400572 0.131972 -1.576415  -0.210
3 C -0.248202 -0.283261 -0.264748  -0.374
4 C 0.587512 -1.219923 0.607598  -0.141
5 C 0.027790 -0.931205 2.000495  -0.162
6 C -0.272252 0.570013 1.914749  -0.194
7 O -0.459618 0.874922 0.538980  -0.112
8 H -1.403523 0.910521 -2.520565  0.076
9 H -0.422164 2.127474 -1.692584  0.071
10 H 0.104381 1.477208 -3.258815  0.069
11 H 0.496018 -0.759298 -2.211529  0.117
12 H 1.417823 0.484816 -1.361035  0.116
13 H -1.225691 -0.753539 -0.476389  0.152
14 H 0.503909 -2.269376 0.309509  0.119
15 H 1.644369 -0.928572 0.550381  0.120
16 H 0.723124 -1.173940 2.809438  0.110
17 H -0.893456 -1.501606 2.166295  0.111
18 H -1.171427 0.850223 2.476470  0.116
19 H 0.565899 1.169023 2.295507  0.118

Cartesian forces, eV/Å:
-0.043 0.035 -0.021
0.055 -0.039 0.002
0.069 -0.180 -0.155
0.031 -0.014 -0.053
-0.020 -0.045 0.050
0.022 -0.034 0.313
-0.018 0.108 -0.042
0.136 0.017 0.028
-0.013 -0.115 -0.104
-0.070 -0.036 0.134
-0.010 0.111 0.102
-0.121 -0.047 -0.013
0.105 0.079 0.023
-0.013 0.159 0.036
-0.143 -0.027 -0.008
-0.103 0.050 -0.121
0.119 0.093 -0.040
0.115 -0.034 -0.083
-0.099 -0.082 -0.052

Output
E_HOMO (eV): -9.46
Total energy (eV): -8463.9695
LUMO level (eV): 1.17
Net charge: 0
ΔE to the lowest compared entry with this formula, charge and spin (kcal/mol): 8.9


DFT (ωB97M-V with the def2-TZVPD basis set) results for a 2-piece molecular cluster, C9H14O overall in a non-equilibrium geometry.

Each line ends with the Löwdin charge.
Element x y z (Å)
1 C -2.630501 -1.309123 0.369346  -0.050
2 C -1.348035 -1.236781 -0.457385  -0.285
3 C -0.231605 -1.868337 0.111553  -0.055
4 C -1.186625 -0.509613 -1.621177  -0.050
5 C 1.027908 -1.797850 -0.475998  -0.012
6 C 0.047637 -0.411344 -2.252027  -0.012
7 C 1.133455 -0.940122 -1.576784  -0.331
8 O 2.371241 -0.823658 -2.195173  0.027
9 H -3.270125 -0.470151 0.090161  0.073
10 H -2.361257 -1.229174 1.417415  0.069
11 H -0.420377 -2.405466 1.033483  0.110
12 H -2.044317 0.013167 -2.034224  0.112
13 H 1.899928 -2.369396 -0.197306  0.114
14 H 0.272082 0.011151 -3.217998  0.118
15 H 3.047766 -0.598163 -1.587755  0.078
16 H -3.164648 -2.244429 0.209468  0.077
17 C 0.524530 1.572147 1.377671  -0.164
18 C 1.240656 2.881628 1.679034  -0.183
19 H 0.565223 0.921414 2.259354  0.067
20 H -0.565181 1.686038 1.418836  0.067
21 H 0.888924 1.183693 0.436039  0.049
22 H 1.215442 3.585920 0.833965  0.062
23 H 2.294694 2.891975 1.956120  0.059
24 H 0.693187 3.466473 2.423380  0.059

Cartesian forces, eV/Å:
0.430 0.460 -0.943
0.409 -0.102 1.260
0.062 -0.170 -0.274
-0.587 0.179 -0.523
-1.024 0.957 -0.318
0.485 -0.232 0.985
1.020 -1.226 -0.599
-1.092 -0.071 -1.209
-0.181 -0.136 0.174
-0.173 0.031 0.156
0.303 -0.238 -0.043
-0.001 -0.165 -0.124
-0.009 0.077 0.441
-0.394 0.465 -0.007
0.842 0.198 1.058
-0.062 -0.010 -0.017
-0.230 0.450 1.283
-0.616 1.617 -0.295
0.962 -0.501 -0.469
0.087 0.513 -0.954
-0.254 -0.713 0.082
-0.099 -0.422 -0.219
-0.050 -0.708 0.190
0.172 -0.255 0.365

Output
E_HOMO (eV): -8.58
Total energy (eV): -11606.9206
LUMO level (eV): 0.86
Net charge: 0
ΔE to the lowest compared entry with this formula, charge and spin (kcal/mol): 16.5